Record 1
C27H39N3PtSi | the ωB97M-V functional and the def2-TZVPD basis

Calculated values
* ⟨S²⟩: 2.005
* E_HOMO (alpha / beta): -6.555 / -7.434 eV
* net charge: 0
* multiplicity: 3
* Kohn-Sham gap (alpha / beta): 0.2588 / 0.2699 hartree

Cartesian coordinates (Å):
Pt  -0.7755  -0.3212  -1.1101
C  1.1886  -1.0413  -1.4298
Si  1.8454  -0.2956  0.1608
C  0.7644  -0.9816  1.6162
N  -0.6675  -0.9812  1.3161
C  -1.3475  0.2443  1.7719
C  -2.5471  -0.0163  2.6815
C  -2.1567  -0.9348  3.8397
C  -1.4482  -2.2016  3.3254
C  -1.3386  -2.1782  1.7983
C  3.5923  -0.8788  0.6734
C  4.6747  -0.0034  0.6889
C  5.9377  -0.4283  1.0600
C  6.1449  -1.7459  1.4286
C  5.0852  -2.6365  1.4090
C  3.8279  -2.2034  1.0318
C  2.0207  1.6000  0.1403
C  2.0355  2.3365  1.3206
C  2.3183  3.6915  1.3198
C  2.5873  4.3379  0.1265
C  2.5720  3.6236  -1.0599
C  2.2990  2.2667  -1.0479
H  1.2113  -2.1315  -1.4320
H  1.6229  -0.6635  -2.3533
H  0.9696  -0.4841  2.5735
H  1.0824  -2.0148  1.7538
H  -1.6837  0.8116  0.8904
H  -0.6331  0.8693  2.3195
H  -3.3657  -0.4605  2.1147
H  -2.8976  0.9454  3.0593
H  -3.0490  -1.2132  4.4037
H  -1.4970  -0.3924  4.5190
H  -1.9943  -3.0983  3.6263
H  -0.4455  -2.2698  3.7499
H  -2.3338  -2.2215  1.3539
H  -0.7856  -3.0511  1.4413
H  4.5252  1.0314  0.4104
H  6.7650  0.2698  1.0635
H  7.1282  -2.0786  1.7284
H  5.2442  -3.6683  1.6885
H  3.0146  -2.9147  1.0172
H  1.8313  1.8433  2.2619
H  2.3477  4.2417  2.2515
H  2.8215  5.3916  0.1195
H  2.7956  4.1285  -1.9900
H  2.3080  1.7120  -1.9743
C  -1.9488  1.6760  -3.8956
C  -1.6060  2.4825  -2.7018
N  -0.9340  2.0582  -1.6573
C  -0.8359  3.1106  -0.7972
C  -1.4536  4.1958  -1.3349
N  -1.9436  3.7859  -2.5462
H  -1.5760  0.6655  -3.7326
H  -1.5007  2.0933  -4.7938
H  -3.0275  1.6346  -4.0355
H  -0.3120  3.0280  0.1324
H  -1.5892  5.1911  -0.9727
H  -2.4859  4.3377  -3.1899
C  -2.2634  -3.2917  -1.6339
C  -2.9750  -2.1326  -2.3322
C  -4.4573  -2.4752  -2.5329
C  -2.8112  -0.8392  -1.5384
H  -2.2545  -4.1781  -2.2625
H  -2.7614  -3.5313  -0.6986
H  -1.2361  -2.9941  -1.4165
H  -2.5234  -2.0049  -3.3226
H  -4.9442  -2.6066  -1.5663
H  -4.5658  -3.3983  -3.1016
H  -4.9663  -1.6752  -3.0697
H  -3.3289  -0.9488  -0.5750
H  -3.2918  -0.0172  -2.0816

Atomic partial charges in e from the natural (NBO) method, atoms 1 to 5: atom 1 (Pt): 0.75, atom 2 (C): -1.21, atom 3 (Si): 1.60, atom 4 (C): -0.67, atom 5 (N): -0.48

---

Record 2
C6H9N | the ωB97M-V functional and the def2-TZVPD basis

Calculated values
* relative energy (zero: lowest compared OMol25 entry of this formula, charge and spin): 608.0 kJ/mol
* E_HOMO: -8.437 eV
* net charge: 0
* multiplicity: 1
* Kohn-Sham gap: 0.3022 hartree

Cartesian coordinates (Å):
C  1.7674  -1.3925  0.0500
C  -0.5505  0.1108  0.8365
C  -1.2526  -0.2282  -0.4584
C  -2.3933  0.6915  -0.3469
C  -3.2757  1.4845  -0.1384
C  0.7820  0.7418  0.5660
N  1.5997  -0.0088  -0.3848
H  0.8142  -1.9266  -0.0574
H  2.0893  -1.5035  1.1006
H  2.4910  -1.8995  -0.5945
H  -1.6287  -1.2594  -0.4198
H  -0.6926  -0.0808  -1.3944
H  -4.0756  2.1653  0.0515
H  0.5045  1.7211  0.1243
H  1.3080  0.9528  1.5118
H  2.5127  0.4316  -0.4460

Atomic partial charges in e from the natural (NBO) method, atoms 1 to 5: atom 1 (C): -0.42, atom 2 (C): 0.24, atom 3 (C): -0.66, atom 4 (C): 0.00, atom 5 (C): -0.21

---

- What is the multiplicity in the first record?
  3

---

- Number 2 is which compound?
  C6H9N